Computed, not measured: an isolated molecule of C3H5FO2S at a distorted geometry, with ωB97M-V with the def2-TZVPD basis set.

Structure (XYZ):
```
12
Properties=species:S:1:pos:R:3:forces:R:3
C -0.16544 0.91656 -0.67851 1.5320 2.9258 2.4246
C 0.96955 -0.11350 -0.29648 -3.9376 3.2579 7.5779
C -0.51174 -0.35173 0.01066 -0.6025 0.3945 -2.3853
O -1.40104 2.36776 -2.57134 -2.3441 1.2875 0.7640
O 0.63402 1.32632 -3.20018 1.1116 -0.0986 -0.6395
F -1.18477 -1.26971 -0.85111 0.6909 0.6240 1.3556
S -0.56047 1.21002 -2.39175 5.0542 -1.9281 0.7885
H -1.64088 0.37540 -2.87535 -3.6268 -1.0689 -2.1225
H 1.74282 -0.23170 0.48026 -0.4374 0.9774 -0.6723
H 1.05436 -0.47304 -1.14432 2.0668 -4.3494 -7.8454
H -0.37025 1.84531 -0.10696 0.2946 -0.6782 0.0622
H -1.08848 0.00937 0.85138 0.1982 -1.3439 0.6920
```
Forces are in eV/Å.

## Properties
<S²> ... 2.009
LUMO (spin up / spin down) ... 0.71 / -4.47 eV
DFT total energy ... -765.478789 hartree
Spin multiplicity ... 3
Molecular weight ... 124.14 g mol⁻¹
ΔE to the lowest compared entry with this formula, charge and spin ... 4.928 eV
Net charge ... 0

Here are the Löwdin charges for atoms 1 to 6, given in e: -0.317, 0.035, -0.237, -0.220, -0.318, -0.041

Computed, not measured: a cluster of 2 separate species, CH3O3PS in total at a distorted geometry, with ωB97M-V with the def2-TZVPD basis set.

Structure (XYZ):
```
9
Properties=species:S:1:pos:R:3:forces:R:3
C -2.06289 1.52659 0.26225 0.7006 2.1770 -0.6081
O 0.82836 0.57153 -0.61759 0.6294 4.7613 -1.7276
O 1.46235 -1.77750 -1.13427 -0.7207 0.8767 1.5407
O -2.26337 0.36874 0.36148 -1.4004 -1.8197 0.2562
P 2.67519 -1.54630 -0.01877 6.0654 -1.2890 -0.8011
S 0.68429 -0.70756 -0.07961 -5.3671 -3.7757 0.4272
H -0.99613 1.79360 0.26413 -0.0524 0.9854 0.0312
H -2.84402 2.36410 0.09089 0.6994 -1.2293 0.3442
H 2.51622 -2.59319 0.87150 -0.5541 -0.6866 0.5372
```
Forces are in eV/Å.

## Properties
<S²> ... 2.005
LUMO (spin up / spin down) ... 0.35 / -3.01 eV
DFT total energy ... -1004.958534 hartree
Spin multiplicity ... 3
Molecular weight ... 126.07 g mol⁻¹
ΔE to the lowest compared entry with this formula, charge and spin ... 4.370 eV
Net charge ... 0

Here are the Löwdin charges for atoms 1 to 6, given in e: -0.168, -0.452, -0.690, -0.020, 0.623, 0.697

Computed, not measured: a cluster of 2 separate species, C4H11NSi in total at a distorted geometry, with ωB97M-V with the def2-TZVPD basis set.

Structure (XYZ):
```
17
Properties=species:S:1:pos:R:3:forces:R:3
C 2.22357 -0.71223 0.04173 -2.1938 1.9790 -0.0209
C -1.36464 -1.23932 0.54974 -2.7993 0.2296 -4.2423
C -0.25454 0.27266 -1.99805 -1.3690 -0.5704 1.3603
C -0.15535 1.67937 0.92349 -2.1783 0.4235 -0.0313
N 3.06355 -0.12516 0.79246 -1.0471 -0.8211 0.5788
Si -0.17058 0.09373 -0.12226 2.9225 -1.0446 0.4868
H 2.51467 -1.45363 -0.70226 -0.0179 -0.6954 0.1522
H -0.97904 -1.74161 1.36719 0.6736 -1.2181 1.5511
H -2.40944 -0.85638 0.78084 1.3650 0.0593 0.1383
H -1.70874 -1.99314 -0.35312 1.4362 1.4779 2.2116
H 0.15790 1.19908 -2.30619 -0.4669 1.3722 -0.3506
H 0.35871 -0.39535 -2.53198 0.8329 -1.4312 -0.2408
H -1.29601 -0.00182 -2.26108 0.4173 0.8875 -0.3615
H -0.78574 2.48784 0.44220 0.8214 -0.7566 0.0735
H -0.70823 1.58478 1.90721 1.0267 -0.3011 -0.8570
H 0.84896 2.05355 1.04816 0.2844 0.0568 0.2112
H 3.92955 -0.66099 0.90413 0.2923 0.3527 -0.6595
```
Forces are in eV/Å.

## Properties
LUMO ... 0.94 eV
DFT total energy ... -503.166383 hartree
Molecular weight ... 101.22 g mol⁻¹
ΔE to the lowest compared entry with this formula, charge and spin ... 2.821 eV
Net charge ... 0

Here are the Löwdin charges for atoms 1 to 6, given in e: -0.231, -0.229, -0.218, -0.224, -0.052, 0.692

Computed, not measured: an isolated molecule of C21H22N4O3S2 at a distorted geometry, with ωB97M-V with the def2-TZVPD basis set.

Structure (XYZ):
```
52
Properties=species:S:1:pos:R:3:forces:R:3
C -1.70029 -4.59621 0.59728 -0.3129 0.3708 -0.1968
S -3.04839 -3.55583 -0.03415 -0.1325 -0.4502 0.1305
C -2.16770 -2.08783 -0.37378 0.4098 -0.0860 0.1516
N -2.90967 -1.10603 -0.87412 -0.3815 0.2861 -0.1795
C -2.31602 0.04971 -1.16115 0.4679 -0.4029 0.1182
N -3.04657 1.03589 -1.71474 0.1961 0.3957 -0.0706
C -4.48102 0.94699 -1.82796 -0.4350 0.0231 0.4502
C -5.19177 1.15823 -0.48019 0.0254 -0.1605 -0.3488
O -4.92683 2.44321 0.05208 -0.0784 0.1476 -0.2052
C -3.96745 2.49906 1.09117 0.0207 -0.0463 0.5868
C -4.61329 2.18474 2.44636 0.2745 -0.1885 -0.4773
O -5.64222 3.09345 2.73618 -0.3578 0.3279 -0.0442
C -0.93828 0.19132 -0.90114 0.3372 -0.0893 0.1655
S 0.08514 1.59025 -1.14436 -0.1895 -0.0596 -0.0659
C 1.45686 0.69703 -0.52505 -0.2021 -0.6076 0.1839
N 2.64775 1.23211 -0.43670 0.1875 0.4297 -0.0897
C 3.65034 0.48815 0.04217 -0.5800 -0.0751 -0.1463
C 4.93316 1.15796 0.11790 0.8016 -0.5298 0.5893
C 6.10970 0.84934 0.76336 -0.7281 0.0240 -0.3199
C 7.00110 1.90549 0.48610 -0.1061 0.5212 -0.3493
C 6.31005 2.77713 -0.30342 0.8796 -0.1422 0.4325
O 5.07074 2.33761 -0.52446 -0.4869 0.0420 -0.2312
C 3.44113 -0.84443 0.42551 -0.1854 0.0242 -0.1047
C 2.16950 -1.39548 0.33298 -0.0016 0.2731 -0.1017
C 1.12237 -0.62256 -0.14874 0.5230 0.4486 -0.0411
C -0.26232 -0.90930 -0.36580 -0.7438 0.5998 -0.3501
N -0.87890 -2.06634 -0.10066 0.2109 -0.2374 0.1049
C 2.14990 -2.81412 0.79604 0.0162 -0.1899 -0.0060
C 3.63714 -3.19659 0.80332 0.0370 0.0009 0.0552
C 4.40397 -1.86931 0.94823 0.1339 -0.0410 0.0404
H -0.97912 -4.76184 -0.19601 0.1004 -0.0718 0.0378
H -1.22976 -4.09384 1.43534 0.0810 -0.0820 0.0525
H -2.15088 -5.53252 0.90822 -0.0614 -0.0890 0.0229
H -2.62030 1.94810 -1.76877 -0.0845 -0.0846 -0.0240
H -4.73014 -0.05113 -2.19374 -0.0777 0.1345 -0.0825
H -4.81156 1.70314 -2.54085 -0.0077 -0.0774 0.0020
H -4.88341 0.36870 0.21114 -0.0563 0.0268 0.0054
H -6.27240 1.08912 -0.63831 0.0765 -0.0852 0.0336
H -3.60335 3.53016 1.09535 0.0496 -0.1068 0.0520
H -3.12745 1.81982 0.90934 -0.0072 0.0122 -0.0292
H -5.00442 1.15509 2.43852 0.1430 0.0680 0.0291
H -3.87369 2.27166 3.24490 0.0212 -0.0700 -0.0712
H -6.14602 3.22089 1.92097 0.0261 -0.0316 0.0952
H 6.31298 -0.00272 1.37626 -0.0520 -0.2290 0.1051
H 8.01161 2.00194 0.82649 0.2048 0.0910 0.0337
H 6.59075 3.70953 -0.75265 -0.0797 0.1209 -0.1035
H 1.71932 -2.85724 1.79975 -0.0704 -0.0414 0.0122
H 1.54130 -3.44443 0.15002 -0.0527 -0.0285 0.0765
H 3.89628 -3.66172 -0.14875 0.0113 -0.0155 0.0067
H 3.87929 -3.89807 1.59944 0.0332 -0.0593 -0.0432
H 4.62856 -1.66180 1.99807 0.1212 -0.0061 0.0376
H 5.34146 -1.87556 0.39289 0.0814 0.0163 0.0704
```
Forces are in eV/Å.

## Properties
LUMO ... -0.15 eV
DFT total energy ... -2054.583254 hartree
Molecular weight ... 442.57 g mol⁻¹
ΔE to the lowest compared entry with this formula, charge and spin ... 0.084 eV
Net charge ... 0
SMILES ... CSc1nc(NCCOCCO)c2sc3nc(-c4ccco4)c4c(c3c2n1)CCC4

Here are the Löwdin charges for atoms 1 to 6, given in e: -0.400, 0.908, -0.691, 0.116, -0.348, 0.056